# 1
Formula: C5H10O2
Source: the Open Molecules 2025 dataset
Level of theory: ωB97M-V/def2-TZVPD

Structure (XYZ):
```
17
Properties=species:S:1:pos:R:3:nbo_charge:R:1
O -2.4836 0.7366 -0.4793 -0.875
O -0.7901 -1.1201 0.1098 -0.555
C -0.2831 -0.6871 -1.2046 -0.129
C 0.6758 0.9375 0.3002 -0.516
C 1.4957 -1.4557 0.7301 -0.632
C 0.5043 -0.5561 0.0417 0.177
C -0.5714 1.6556 -0.0850 -0.112
H 1.4878 1.2431 -0.3750 0.226
H 0.9620 1.1793 1.3337 0.208
H 2.5329 -1.1201 0.6290 0.214
H -0.0864 -1.5570 -1.8498 0.170
H -2.0280 0.3757 -1.2764 0.496
H -2.2628 -0.0007 0.1301 0.499
H 1.2393 -1.4423 1.7988 0.220
H -1.2055 1.9545 0.7397 0.186
H 1.3984 -2.4859 0.3796 0.226
H -0.5854 2.3427 -0.9228 0.195
```

Computed properties:
Kohn-Sham gap (alpha / beta): 8.81 / 6.36 eV



# 2
Formula: C3H2ClO3
Source: the Open Molecules 2025 dataset
Level of theory: ωB97M-V/def2-TZVPD

Structure (XYZ):
```
9
Properties=species:S:1:pos:R:3:nbo_charge:R:1
Cl -0.0740 -2.9137 -0.3097 -0.249
O -1.1234 -1.5077 -3.5505 -0.583
O 0.0443 -0.3577 0.2772 -0.566
O 1.0397 -0.7378 -3.6844 -0.571
C -1.1993 -0.5591 -0.4676 -0.230
C -0.0139 -1.1608 -3.4238 1.033
C 0.0543 -1.2094 -0.8613 -0.170
H -2.0851 -0.9995 0.0094 0.173
H -1.2077 0.3125 -1.0897 0.164
```

Computed properties:
Kohn-Sham gap: 6.70 eV
Total charge: -1



# 3
Formula: CH11N2O3
Source: the Open Molecules 2025 dataset
Level of theory: ωB97M-V/def2-TZVPD

Structure (XYZ):
```
17
Properties=species:S:1:pos:R:3:nbo_charge:R:1
O -1.7086 2.9273 2.2685 -0.970
O 0.2085 2.0776 0.3470 -1.002
O -0.7969 -3.9422 -0.3011 -0.962
N -0.0386 -0.7320 -0.4568 -0.689
N 1.8327 0.2182 -1.4646 -0.724
C 1.0050 -0.7719 -1.2158 0.402
H -1.7233 3.8132 2.6490 0.494
H 2.3152 0.2477 -2.3440 0.431
H -0.3118 0.0928 0.0795 0.452
H -0.0676 -4.5337 -0.0747 0.480
H -0.5451 -1.5816 -0.2413 0.451
H -1.2671 -4.5331 -0.9239 0.487
H -2.5127 2.5112 2.5939 0.494
H 1.0171 2.4249 0.7421 0.478
H 1.2103 -1.7331 -1.6798 0.224
H -0.4645 2.4482 0.9486 0.523
H 1.8475 1.0664 -0.9266 0.432
```

Computed properties:
Kohn-Sham gap: 12.22 eV
Total charge: +1



# 4
Formula: C14H40B5F20N4O4
Source: the Open Molecules 2025 dataset
Level of theory: ωB97M-V/def2-TZVPD

Structure (XYZ):
```
87
Properties=species:S:1:pos:R:3:lowdin_charge:R:1
F 6.9770 3.7557 15.5595 0.142
F 4.4324 2.7421 6.9479 0.103
F 5.6378 6.9462 8.2796 0.132
F 5.6500 -2.1730 10.4908 0.120
F 6.0857 4.2629 13.5207 0.157
F 0.5163 4.1781 11.4804 0.131
F 1.4717 2.6381 12.8853 0.093
F 7.9487 -2.1197 10.5298 0.124
F 7.0489 5.1455 8.2888 0.076
F 1.6326 2.4845 10.6175 0.138
F 2.7709 4.0452 11.7361 0.117
F 6.8002 -0.4574 9.6107 0.155
F 6.7134 6.4085 10.1140 0.140
F 5.5737 2.3123 14.6092 0.097
F 6.8187 -0.7479 11.8533 0.111
F 3.0657 3.6446 5.2522 0.085
F 5.0426 4.9918 9.3331 0.113
F 3.9948 1.4827 5.1448 0.039
F 7.5642 2.5959 13.6482 0.093
F 2.3620 1.9347 6.6224 0.128
O 8.3885 0.4371 6.2763 -0.161
O 4.4636 1.5770 9.6320 0.165
O 3.9086 0.1950 16.2560 0.222
O 1.9999 -2.9482 9.2863 -0.168
N 4.3205 -2.0309 7.8392 0.251
N 5.5125 -1.5864 16.0117 0.097
N 5.6419 2.8537 11.2124 0.132
N 9.5304 3.0830 6.1171 0.248
C 3.6119 -1.7328 17.6557 0.012
C 7.8148 1.4718 7.0959 -0.187
C 4.7206 1.7057 10.7855 -0.332
C 4.2896 -0.8937 16.5933 -0.362
C 2.3729 -1.5840 9.3972 -0.194
C 8.0876 2.8261 6.5092 -0.290
C 1.3283 -3.3023 10.4960 -0.092
C 5.8343 -1.0684 14.6160 0.024
C 3.0715 -1.2118 8.1080 -0.265
C 2.1202 -1.2179 6.8910 -0.024
C 6.9767 2.8039 10.4857 0.037
C 4.0879 0.8968 11.9222 0.034
C 7.0810 3.1279 5.3989 -0.008
C 8.0723 -0.7821 6.9854 -0.099
B 6.7832 -1.3809 10.6073 -1.388
B 3.4478 2.4953 5.9925 -1.281
B 6.5537 3.2753 14.3511 -1.353
B 1.5740 3.3326 11.6830 -1.397
B 6.0957 5.8821 9.0177 -1.331
H 1.8750 -2.2374 6.5843 0.071
H 4.6726 0.0464 12.2698 0.053
H 7.8943 3.5655 7.2888 0.127
H 2.0606 -3.7418 11.1748 0.086
H 5.5425 -2.5989 16.0415 0.171
H 4.2408 -2.2376 18.3890 0.089
H 6.7510 1.3467 7.3003 0.138
H 3.0705 -2.5629 17.1979 0.096
H 3.0685 0.5669 11.7196 0.081
H 7.1943 2.3651 4.6249 0.087
H 3.8258 1.5365 12.7668 0.086
H 7.2563 4.0962 4.9285 0.089
H 9.6769 3.9263 5.5752 0.167
H 2.8338 -1.1087 18.0928 0.101
H 3.0159 -1.4026 10.2618 0.113
H 0.5902 -4.0802 10.2982 0.084
H 5.7564 0.0191 14.5802 0.090
H 0.7802 -2.4786 10.9533 0.094
H 1.5959 -0.8506 9.6204 0.150
H 8.3762 1.3996 8.0300 0.127
H 6.7944 2.6228 9.4281 0.076
H 2.6965 -0.9336 6.0091 0.076
H 4.9196 -1.8084 8.6263 0.116
H 6.9926 -0.7636 7.1366 0.065
H 4.8197 -1.9128 6.9663 0.161
H 10.1558 3.0345 6.9120 0.171
H 9.8363 2.3713 5.4616 0.156
H 5.3431 -1.6009 13.8040 0.103
H 5.7514 2.9298 12.2189 0.108
H 7.3591 3.8053 10.6789 0.106
H 3.4970 -0.2074 8.1362 0.142
H 8.5067 -0.9956 7.9638 0.084
H 1.1830 -0.6652 6.9100 0.102
H 6.9093 -1.1985 14.4879 0.107
H 7.4997 1.9982 10.9993 0.094
H 6.3284 -1.4021 16.5858 0.180
H 8.3455 -1.7522 6.5673 0.086
H 5.2187 3.7030 10.8414 0.140
H 4.1522 -3.0300 7.8741 0.160
H 6.0088 3.0373 5.5767 0.079
```

Computed properties:
Kohn-Sham gap: 7.53 eV
Total charge: -1



In the order shown, the computed maximum force values come out to 1.597; 1.853; 1.223; 3.084 eV Å⁻¹.